2 unconnected molecules or ions with the total composition C4H12N2O2 at a distorted geometry, computed with the ωB97M-V functional and the def2-TZVPD basis.

XYZ file:
```
20
Properties=species:S:1:pos:R:3:forces:R:3
C 1.37316 0.70009 1.93999 -0.5 0.0 -0.2
C 0.06506 0.12547 1.39918 0.4 0.3 -0.2
C -0.81542 1.18268 0.76528 0.1 0.3 0.3
N 0.38650 -0.91857 0.39559 0.6 -1.1 -0.5
H 1.97515 -0.07216 2.39163 0.3 -0.3 0.2
H 1.95035 1.16359 1.14342 0.0 0.1 -0.1
H 1.15719 1.44748 2.69529 0.0 0.1 0.1
H -0.47582 -0.36826 2.19199 -0.2 -0.2 0.3
H -0.35618 1.59639 -0.13317 0.0 -0.1 0.0
H -0.94382 1.99081 1.48806 0.0 0.0 -0.1
H -1.79416 0.79293 0.52545 -0.2 -0.1 -0.2
H 1.08679 -0.59343 -0.31998 -0.1 0.0 0.0
H 0.70035 -1.81195 0.82515 -0.2 0.9 -0.4
H -0.37981 -1.08560 -0.33703 -0.5 0.3 0.3
N -1.23992 -0.73113 -1.82270 0.7 -0.4 0.1
C -0.00300 -0.71109 -2.73793 -0.7 0.0 0.6
O -0.23341 -1.01100 -3.88134 0.0 -0.5 -1.4
O 1.02148 -0.34510 -2.15304 1.2 0.3 0.9
H -1.67464 0.11283 -2.15322 -0.6 0.5 0.3
H -1.79988 -1.46396 -2.22261 -0.4 -0.3 -0.2
```
Forces are in eV/Å.

Properties
* spin multiplicity: 1
* gap between HOMO and LUMO: 8.703 eV
* molecular weight: 120.152 u
* HOMO energy: -8.43 eV
* total charge: 0
* electronic energy: -11417.935 eV



A molecular structure, C32H57ClN11O15P4Rb at a distorted geometry, computed with the ωB97M-V functional and the def2-TZVPD basis.

XYZ file:
```
121
Properties=species:S:1:pos:R:3:forces:R:3
Rb 0.27590 -0.93712 -0.15098 -0.1 0.2 0.5
N 1.91771 -2.34094 -4.67068 1.7 -0.7 -1.5
C 2.09420 -0.80972 -4.67293 0.6 -0.9 -0.8
C 3.46657 -0.42385 -5.22660 -0.3 1.3 -0.7
P 0.60116 -0.48009 -5.76521 -1.1 2.2 0.8
O 0.17319 1.08313 -5.73182 1.0 -0.6 -0.5
O 1.12970 -0.74287 -7.11364 0.2 -0.8 -0.9
O -0.48024 -1.24817 -5.05628 0.3 -0.5 -0.5
P 2.00326 -0.42161 -2.90218 1.6 -1.3 0.6
O 3.43205 0.22717 -2.50991 -0.3 0.0 0.2
O 1.96749 -1.81299 -2.26518 -0.3 0.6 0.3
O 0.87736 0.49808 -2.73439 -1.0 1.1 0.9
H 2.51217 -2.81491 -5.39111 -0.2 0.6 1.2
H 0.97998 -2.57970 -4.94165 -1.3 0.3 -0.1
H 1.98445 -2.60277 -3.65861 0.6 -0.3 0.3
H 3.56390 -0.54488 -6.30477 -0.2 -0.8 -0.1
H 4.33796 -0.80626 -4.68426 -0.3 0.0 0.0
H 3.48400 0.68302 -5.20309 0.2 -0.4 0.5
H -0.47603 1.28092 -5.04395 -0.4 0.1 0.5
H 3.81307 -0.05686 -1.62617 -0.5 -0.1 -0.7
C 3.69214 3.04206 3.00745 -0.7 0.2 0.8
N 3.65435 2.74624 1.62659 -1.7 -0.1 -1.6
C 4.84445 2.19672 1.05306 1.3 0.5 0.6
P 2.28013 2.55479 0.68266 1.9 -0.6 0.2
O 2.11996 1.24027 0.05036 -0.5 -0.2 0.2
O 1.16788 3.01782 1.73093 -0.9 -0.2 0.4
P -0.42034 2.60383 1.82160 -0.3 2.1 -0.3
O -0.71578 1.18798 1.86508 0.3 -1.4 -0.3
N -0.89404 3.48657 3.12641 1.7 -0.5 1.2
C -2.20836 4.03877 3.27791 -0.5 -0.6 -0.6
C -0.41313 2.81607 4.33584 -0.5 -0.9 0.9
N -1.21401 3.43643 0.66934 -0.2 -0.7 -1.3
C -0.98994 4.78467 0.28103 0.7 0.7 0.4
C -1.91870 2.78217 -0.42746 0.4 0.1 0.4
N 2.40699 3.67926 -0.50296 -0.6 -0.1 -1.2
C 2.06241 3.46200 -1.91882 1.8 -1.1 0.0
C 2.70847 5.03677 -0.26956 -0.2 1.7 -0.7
H 4.74248 3.02564 3.24330 0.2 -0.6 0.9
H 2.98352 2.43902 3.59576 0.9 -0.3 0.1
H 3.42320 4.05425 3.20881 -0.4 1.2 0.0
H 5.49076 3.00540 0.66160 -0.1 -0.3 -0.2
H 4.58034 1.49559 0.29924 0.1 -0.6 -0.8
H 5.44838 1.67706 1.82864 -0.6 0.1 -0.4
H -2.54067 4.28681 2.24719 -0.6 -0.5 0.9
H -2.20004 4.95872 3.82981 0.3 0.7 0.5
H -2.83806 3.32916 3.88906 0.1 0.5 -1.0
H 0.44345 2.11917 4.21192 -0.5 0.4 -0.4
H -1.28110 2.19218 4.71736 1.0 0.5 0.0
H -0.08782 3.52730 5.09297 -0.2 0.2 0.2
H -0.61725 5.35497 1.14352 0.2 0.1 -0.5
H -1.94641 5.18190 -0.02985 -0.4 0.5 0.0
H -0.34913 4.83245 -0.62193 0.1 0.2 0.6
H -1.74263 1.73149 -0.34555 -0.4 -0.7 -0.2
H -1.46867 3.15274 -1.34368 -0.2 -0.2 -0.4
H -2.98153 3.04070 -0.39336 0.0 -0.2 -0.1
H 1.73420 2.43237 -2.08787 0.2 0.2 0.0
H 2.99154 3.67353 -2.54040 -1.0 -0.4 0.6
H 1.30372 4.12272 -2.27434 -0.8 0.7 0.0
H 2.85415 5.24669 0.77875 0.1 0.1 0.3
H 1.88645 5.68465 -0.67758 0.3 -0.3 0.6
H 3.58398 5.38656 -0.85899 0.0 -0.4 0.4
O 1.74598 0.33228 4.68057 0.3 0.1 -0.1
C 2.12656 -0.33253 3.70121 0.0 -0.5 -1.2
O 3.02099 -0.05462 2.84166 -1.0 -0.5 0.9
C 1.30970 -1.70164 3.49054 -0.3 2.8 1.4
C 0.34228 -1.98213 4.47710 0.8 0.2 -0.4
C -0.34108 -3.14931 4.33513 0.2 0.3 0.4
C -0.05180 -3.96575 3.25401 -0.3 0.0 -0.2
C 0.82464 -3.57458 2.27599 0.4 0.2 0.9
N 1.46754 -2.39044 2.41107 0.9 -1.6 -1.5
H 0.21680 -1.28719 5.29843 0.1 -0.1 -0.1
H -1.00440 -3.40882 5.13284 -0.6 -0.5 0.1
H -0.55953 -4.88024 3.15776 -0.5 -1.2 -0.1
H 1.12431 -4.30319 1.50279 -0.3 0.9 0.0
Cl -4.28484 -5.98066 -3.49558 0.0 0.7 -0.1
C -3.02046 -4.77754 -3.17518 -0.4 -0.3 0.5
C -3.17811 -3.39991 -3.24362 0.8 -1.3 0.5
C -2.09699 -2.60499 -2.86247 -0.9 -1.6 -0.3
C -0.97857 -3.25617 -2.39929 0.9 -0.8 -0.5
N -0.80991 -4.59572 -2.36640 -0.4 0.8 0.5
C -1.85649 -5.32671 -2.69988 0.7 -0.9 0.0
H -4.13575 -3.05903 -3.49728 -1.0 0.9 -0.6
H -2.15091 -1.56805 -3.00198 0.1 1.3 0.2
H -0.08473 -2.73404 -2.13379 0.3 0.5 0.0
H -1.75529 -6.41807 -2.58084 -0.1 0.5 -0.2
O -1.19224 1.95375 -3.54249 0.8 0.1 0.1
H -1.94028 1.54299 -3.10501 -0.4 -0.4 0.2
H -0.39220 1.48417 -3.17331 -0.6 0.2 -0.1
N 3.92152 -1.61015 0.75194 0.3 0.3 -0.2
C 4.27817 -2.85327 1.10346 0.3 0.1 0.2
C 5.28920 -3.27332 0.26669 0.0 1.6 -0.8
C 5.46421 -2.10849 -0.60857 0.0 -2.6 1.3
N 4.66032 -1.13193 -0.29463 -1.0 0.0 0.9
H 3.34916 -1.01911 1.39259 0.1 0.3 -0.3
H 3.82083 -3.28548 1.98974 0.1 0.0 -0.4
H 5.84748 -4.19858 0.30804 -0.1 0.2 -0.2
H 6.12105 -2.09001 -1.43758 0.5 0.4 -0.7
C -3.83470 0.63855 2.68649 -1.1 0.8 -0.3
C -4.13555 -0.88443 2.78901 0.0 1.9 0.2
C -4.34470 -1.55698 1.45307 0.7 -0.8 -0.1
C -4.75523 -3.01364 1.73676 0.1 0.2 0.9
C -4.69514 -3.97043 0.57481 0.3 -0.2 -1.0
C -5.38123 -0.79310 0.70853 0.2 -0.1 0.8
O -6.50141 -0.64855 1.14752 -1.1 0.0 0.1
N -4.94995 -0.18832 -0.39424 -0.8 1.5 -1.1
C -3.63364 -0.05499 -0.88336 -0.3 -1.2 0.1
O -3.55530 0.58302 -1.91656 0.5 1.1 -0.9
N -2.65464 -0.70601 -0.28224 0.4 -1.0 1.5
C -2.95580 -1.52657 0.80080 -0.1 0.3 -1.8
O -2.13952 -2.31281 1.25446 0.7 0.1 0.1
H -3.61765 1.04538 3.68998 0.3 -0.2 -0.4
H -4.66526 1.31531 2.29740 0.5 -1.2 0.4
H -3.00154 0.82660 1.99066 0.0 -0.2 0.6
H -4.98030 -1.11081 3.43070 -0.2 0.2 0.2
H -3.23160 -1.29031 3.19570 0.4 -0.6 0.5
H -5.71261 -2.99242 2.30321 0.3 0.0 -0.7
H -4.01439 -3.39613 2.45150 -0.1 0.2 0.0
H -5.02384 -3.60228 -0.39839 -0.2 0.6 0.1
H -5.35014 -4.81990 0.73153 0.2 -0.5 0.3
H -3.64309 -4.26004 0.37935 -0.6 -0.2 0.3
H -5.55314 0.51424 -0.83079 0.0 -0.6 0.2
```
Forces are in eV/Å.

Properties
* spin multiplicity: 1
* gap between HOMO and LUMO: 7.805 eV
* molecular weight: 1080.687 u
* HOMO energy: -4.20 eV
* total charge: -2
* electronic energy: -131562.195 eV



A single C4H8O2 molecule, computed with the ωB97M-V functional and the def2-TZVPD basis.

XYZ file:
```
14
Properties=species:S:1:pos:R:3:forces:R:3
C 1.87601 0.23892 -0.81958 0.1 0.1 -0.1
O 0.94685 -0.72812 -0.30275 -0.2 -0.1 -0.1
C 0.03334 -0.38221 1.00563 -0.1 0.1 0.1
C -1.26076 -0.57773 0.38015 -0.3 0.1 0.3
C -2.04327 0.58691 0.02449 0.0 -0.1 -0.1
O -3.19832 0.60045 -0.35933 0.3 0.0 0.1
H 1.65484 0.40102 -1.87598 0.1 0.0 0.1
H 2.88849 -0.15420 -0.71041 -0.1 0.1 0.0
H 1.78291 1.18457 -0.27588 0.0 -0.1 -0.1
H 0.31833 0.64599 1.24934 -0.1 -0.2 -0.1
H 0.38473 -1.10185 1.74172 -0.1 0.1 -0.1
H -1.79774 -1.50601 0.55798 0.1 0.1 0.0
H -0.11695 -0.75757 -0.70648 0.3 0.0 0.0
H -1.46846 1.54984 0.09108 -0.1 -0.1 0.0
```
Forces are in eV/Å.

Properties
* spin multiplicity: 1
* gap between HOMO and LUMO: 9.159 eV
* molecular weight: 88.106 u
* HOMO energy: -8.54 eV
* total charge: 0
* electronic energy: -8369.135 eV



A single C4H6N4 molecule at a distorted geometry, computed with the ωB97M-V functional and the def2-TZVPD basis.

XYZ file:
```
14
Properties=species:S:1:pos:R:3:forces:R:3
C -1.20323 -0.37441 -0.36981 0.6 -2.0 0.7
C 0.88485 -1.70531 -0.55270 -2.2 1.6 0.1
C 0.53189 1.69699 0.80837 -1.4 -1.7 -0.2
C -0.82877 2.21745 0.61239 0.6 0.2 0.1
H -1.45482 0.35126 -1.07870 -0.9 1.5 -0.4
H -1.67624 -0.41289 0.61358 -0.3 0.9 -0.2
H -1.52210 -1.32652 -0.82367 0.3 0.3 0.1
H 0.02826 -2.33609 -1.04724 2.2 0.7 1.0
H 2.65897 -1.20590 -0.04180 -0.6 -0.4 0.0
H 1.20195 2.29935 1.38102 0.3 0.3 0.2
N 0.24676 -0.40890 -0.18881 0.1 -1.2 0.0
N 2.08292 -1.98199 -0.40458 0.7 -0.3 -0.3
N 0.92305 0.48698 0.54525 0.3 0.2 -1.1
N -1.87349 2.69998 0.54671 0.4 -0.2 -0.1
```
Forces are in eV/Å.

Properties
* spin multiplicity: 1
* gap between HOMO and LUMO: 9.228 eV
* molecular weight: 110.120 u
* SMILES string: [H]/N=C\N(C)/N=C\C#N
* HOMO energy: -9.28 eV
* total charge: 0
* electronic energy: -10202.932 eV



A molecular structure, C37H65MnN6OSbSi3 at a distorted geometry, computed with the ωB97M-V functional and the def2-TZVPD basis.

XYZ file:
```
114
Properties=species:S:1:pos:R:3:forces:R:3
Mn 0.71302 -0.13779 0.11071 -1.6 -4.4 -3.1
N 1.79224 0.61961 2.25169 15.3 -0.6 -8.4
C 3.14043 0.06664 2.65359 -0.2 -0.5 -0.4
C 3.03137 -1.45469 2.82383 1.8 -0.3 -0.8
C 2.67061 -2.18322 1.51662 0.2 0.7 0.0
N 1.30667 -1.81907 1.08345 -5.2 -3.5 -0.3
C 3.67576 -1.73742 0.40605 0.1 -0.2 -0.2
C 3.84573 -0.19662 0.20146 -0.6 -0.5 0.6
N 2.61063 0.33527 -0.34034 -0.3 2.4 -4.9
C 4.15144 0.44971 1.56562 0.2 0.1 -0.1
H 0.98373 0.36216 2.91267 7.9 -6.5 -3.7
H 1.58208 0.13105 1.32161 1.3 0.3 0.4
H 1.80218 1.62048 2.05748 1.3 -0.4 -0.4
H 3.39675 0.54143 3.60540 0.1 -0.1 0.0
H 2.31542 -1.68895 3.57809 2.1 -0.5 -0.6
H 3.99375 -1.83663 3.18885 0.1 0.1 -0.2
H 2.73462 -3.26555 1.66555 0.2 0.1 0.0
H 0.13983 -1.94573 1.84297 4.4 0.2 -1.5
H 0.77674 -2.58031 0.45629 2.6 1.7 1.2
H 3.39880 -2.20371 -0.54788 -0.1 0.1 0.1
H 4.66011 -2.14789 0.66871 -0.1 0.0 0.1
H 4.66628 -0.00153 -0.49559 0.3 -0.2 0.4
H 2.52769 0.30817 -1.45209 0.8 -1.1 3.4
H 2.31956 1.69421 -0.56093 0.2 -2.9 2.3
H 4.19830 1.54088 1.46305 -0.1 -0.1 0.0
H 5.14902 0.12819 1.88993 -0.1 0.0 0.1
C -4.33990 1.42514 4.71455 0.0 0.0 -0.1
C -4.15965 -0.06948 4.74114 -0.3 0.1 0.2
C -4.93742 -0.83417 5.61947 0.5 -0.3 -0.3
C -4.80069 -2.21782 5.67086 0.0 0.0 0.0
C -3.87935 -2.85048 4.84804 0.0 0.3 -0.1
C -3.09645 -2.09983 3.97448 0.1 -0.1 0.1
C -3.22094 -0.70652 3.90727 -0.6 -0.9 0.0
N -2.44165 0.08273 3.01936 0.3 0.6 1.0
C -1.64088 -0.38633 1.99426 -1.0 -0.7 -0.6
N -2.31149 -1.24153 1.15702 0.2 0.6 0.2
C -1.87375 -1.77010 -0.08383 1.3 -0.6 -1.5
C -0.59623 -1.48317 -0.58649 -0.9 0.9 0.6
C -0.13522 -2.04115 -1.77393 -0.3 -2.4 1.3
C -0.94049 -2.92075 -2.48828 2.9 -3.5 3.0
C -2.21859 -3.24909 -1.98785 0.0 -2.5 3.5
C -2.68371 -2.69271 -0.79148 -0.1 -0.6 -0.5
C -4.04468 -3.09303 -0.28767 0.0 0.0 0.0
N -0.41181 -0.01957 1.78698 -1.8 -0.1 0.9
C 0.20972 0.90195 2.66408 -13.7 6.7 -0.4
C 0.20039 2.27057 2.34041 -2.8 2.2 1.8
C 0.79787 3.20244 3.19903 0.2 -0.8 1.2
C 1.41250 2.77896 4.38700 0.2 0.8 -0.7
C 1.44629 1.41353 4.72726 -1.0 -0.2 -0.7
C 0.87684 0.46181 3.88902 -5.9 1.7 17.7
C 0.90643 -0.98174 4.27984 -2.2 0.0 1.0
H -5.17941 1.73867 5.34105 0.2 -0.1 0.0
H -4.54743 1.76810 3.69665 0.2 0.1 0.1
H -3.43970 1.92146 5.08974 -0.1 0.1 -0.1
H -5.66059 -0.35286 6.27200 0.1 0.1 -0.2
H -5.40910 -2.79973 6.35636 0.1 0.1 -0.1
H -3.76036 -3.92874 4.89038 0.0 0.1 0.0
H -2.36305 -2.62226 3.36608 -0.1 0.2 0.0
H -1.99780 0.82998 3.54486 0.1 0.2 -0.4
H -3.30665 -1.27899 1.31517 0.0 0.0 0.1
H 0.85373 -1.78715 -2.12354 -0.2 -0.3 0.5
H -0.58468 -3.36075 -3.41046 -0.4 -0.4 0.4
H -2.83536 -3.94881 -2.54421 0.0 0.3 0.0
H -4.50065 -3.85715 -0.92334 0.1 0.1 0.1
H -4.71482 -2.22745 -0.27688 -0.1 -0.1 0.1
H -3.97053 -3.51033 0.72143 -0.1 0.1 0.0
H -0.26991 2.59761 1.42214 -0.4 -0.3 0.6
H 0.78811 4.25577 2.93883 -0.1 -0.1 0.0
H 1.87282 3.50869 5.04585 -0.1 -0.1 -0.1
H 1.93165 1.10756 5.64942 -0.1 -0.2 -0.2
H 1.71525 -1.17964 4.98745 -0.4 0.3 0.2
H 1.07301 -1.61919 3.41823 -1.8 0.1 0.5
H -0.04117 -1.25943 4.75392 -0.1 0.0 0.0
C -1.88305 -1.62639 -3.88170 -1.1 2.7 -2.3
Si -0.21144 -0.92526 -4.37435 -0.4 0.5 -0.6
C -0.36679 -0.29227 -6.13251 0.1 0.0 -0.3
C 1.06400 -2.30104 -4.40119 0.6 -0.1 -0.3
Sb 0.46975 0.72871 -2.54850 -0.5 0.9 -1.2
Si 2.61123 1.67210 -3.57760 -0.2 0.3 -0.3
C 2.57556 1.89530 -5.42769 0.2 0.1 -0.3
C 3.04590 3.30646 -2.78317 0.1 0.2 0.1
C 3.98461 0.46966 -3.16564 0.3 -0.2 -0.2
Si -1.28518 2.53620 -2.89042 0.0 0.2 0.3
C -2.80877 1.97345 -1.96257 -0.2 -0.2 0.2
C -1.76848 2.86745 -4.65837 -0.1 0.1 -0.2
C -0.72542 4.13842 -2.11197 0.1 0.2 0.2
H -2.18264 -2.40595 -4.60602 -0.1 0.2 0.3
H -2.63523 -0.81375 -3.88671 0.1 -0.2 -0.2
H -1.82117 -2.08089 -2.82509 -2.6 4.2 -3.9
H -0.67008 -1.13285 -6.78350 0.1 0.3 0.2
H 0.59002 0.09921 -6.50272 -0.3 0.0 0.0
H -1.13078 0.49228 -6.20861 0.3 -0.2 -0.1
H 0.75472 -3.07486 -5.12797 0.3 0.2 0.2
H 1.15068 -2.75158 -3.40263 0.6 -0.1 -1.0
H 2.04236 -1.88685 -4.70422 -0.3 -0.3 0.0
H 1.73688 2.55323 -5.71484 0.3 -0.4 -0.1
H 2.48435 0.90769 -5.90575 -0.1 0.4 0.0
H 3.53104 2.34532 -5.75395 -0.4 -0.1 0.0
H 2.29195 4.06395 -3.04641 0.3 -0.1 0.2
H 4.02946 3.64236 -3.15942 -0.3 -0.1 0.2
H 3.09324 3.18772 -1.68631 0.0 0.3 -0.4
H 3.77063 -0.51376 -3.62047 0.2 0.3 0.2
H 4.05688 0.35489 -2.07527 0.4 0.0 -0.9
H 4.94432 0.85451 -3.55564 -0.3 -0.2 0.1
H -3.18141 1.02597 -2.38960 0.0 0.3 0.3
H -3.59684 2.74545 -2.03788 0.2 -0.3 0.1
H -2.55105 1.81605 -0.89931 -0.2 0.0 -0.4
H -2.25391 1.96927 -5.07007 0.2 0.3 -0.1
H -0.87715 3.14318 -5.24832 -0.5 -0.2 0.0
H -2.50197 3.69385 -4.68075 0.3 -0.2 -0.1
H -0.45495 3.96624 -1.05435 0.0 0.1 -0.4
H -1.54656 4.87793 -2.16508 0.3 -0.2 0.0
H 0.14164 4.53786 -2.66039 -0.2 0.0 0.3
O 0.73041 1.46707 0.36853 0.0 5.9 -2.6
```
Forces are in eV/Å.

Properties
* spin multiplicity: 2
* gap between HOMO and LUMO (spin up / spin down): 5.557 / 5.116 eV
* molecular weight: 870.924 u
* HOMO energy (spin up / spin down): -5.19 / -4.71 eV
* total charge: 0
* electronic energy: -111876.180 eV



Q: Which of these has the lowest electronic energy?
A: C32H57ClN11O15P4Rb



Q: Look up the molecular weight of the third one.
A: 88.106 u